{
  "formula": "C43H84AlF9N5O4S",
  "method": "wB97M-V/def2-TZVPD",
  "elements": ["C", "C", "N", "C", "Al", "C", "C", "C", "F", "F", "C", "F", "F", "S", "F", "F", "F", "F", "F", "H", "H", "H", "H", "H", "H", "H", "H", "H", "H", "H", "H", "C", "C", "C", "C", "C", "C", "N", "O", "C", "C", "C", "H", "H", "H", "H", "H", "H", "H", "H", "H", "H", "H", "H", "H", "H", "H", "H", "H", "H", "C", "C", "C", "C", "C", "C", "N", "O", "C", "C", "C", "H", "H", "H", "H", "H", "H", "H", "H", "H", "H", "H", "H", "H", "H", "H", "H", "H", "H", "C", "C", "C", "C", "C", "C", "N", "O", "C", "C", "C", "H", "H", "H", "H", "H", "H", "H", "H", "H", "H", "H", "H", "H", "H", "H", "H", "H", "H", "C", "C", "C", "C", "C", "C", "N", "O", "C", "C", "C", "H", "H", "H", "H", "H", "H", "H", "H", "H", "H", "H", "H", "H", "H", "H", "H", "H", "H"],
  "coordinates": [[2.0214, 2.1981, 6.5949], [0.8672, 3.1526, 6.2721], [0.2309, 3.0464, 5.1606], [0.5195, 4.1881, 7.3075], [-0.7653, 5.7335, 6.8987], [-2.2001, 5.2226, 5.5598], [-2.9247, 3.8889, 5.8084], [-3.9726, 3.9262, 6.9045], [-4.3131, 5.1923, 7.2797], [-3.5758, 3.2867, 8.0485], [-5.3706, 3.3265, 6.5497], [-5.8792, 3.9837, 5.5164], [-6.2042, 3.4825, 7.5668], [-5.4541, 1.4755, 6.0967], [-7.0249, 1.6468, 5.7901], [-5.7915, 1.0722, 7.6019], [-3.9135, 1.2239, 6.3795], [-5.1273, 1.7888, 4.5715], [-5.5994, -0.0690, 5.7000], [2.6456, 2.0512, 5.7013], [2.6440, 2.5883, 7.4035], [1.6132, 1.2268, 6.9034], [0.6179, 2.2700, 4.6176], [0.1705, 3.6596, 8.2136], [1.4735, 4.6555, 7.6118], [0.0805, 7.0022, 6.3017], [-1.4160, 6.1861, 8.3278], [-2.9154, 6.0365, 5.3782], [-1.6424, 5.0757, 4.6223], [-3.3856, 3.4974, 4.8959], [-2.1787, 3.1473, 6.1212], [-7.6611, -0.8148, -1.0544], [-6.6176, 0.2645, -0.7028], [-5.7404, -0.1826, 0.4703], [-6.4703, -0.1744, 1.8114], [-7.1107, 1.1863, 2.0818], [-8.0184, 1.6654, 0.9474], [-7.2651, 1.5695, -0.3452], [-6.5069, 2.5875, -0.5640], [-9.3175, 0.8479, 0.9121], [-8.4077, 3.1225, 1.1631], [-5.7573, 0.4928, -1.9385], [-7.2423, -1.4918, -1.7996], [-7.9517, -1.4241, -0.2010], [-8.5593, -0.3704, -1.4827], [-4.8772, 0.4868, 0.5341], [-5.3535, -1.1809, 0.2478], [-7.2238, -0.9669, 1.8466], [-5.7606, -0.3987, 2.6094], [-7.6874, 1.1466, 3.0087], [-6.3153, 1.9194, 2.2390], [-9.9050, 1.0981, 0.0272], [-9.9096, 1.0978, 1.7926], [-9.1624, -0.2267, 0.9284], [-7.5368, 3.7598, 1.2903], [-9.0184, 3.1897, 2.0641], [-8.9880, 3.4990, 0.3192], [-6.3607, 0.8544, -2.7734], [-5.3018, -0.4564, -2.2262], [-4.9606, 1.2094, -1.7577], [2.7304, -1.5725, 2.2446], [2.3331, -0.1920, 1.6832], [1.8902, -0.3050, 0.2212], [3.0433, -0.5716, -0.7460], [4.1560, 0.4622, -0.5782], [4.6491, 0.5858, 0.8666], [3.4668, 0.7854, 1.7647], [3.0758, 2.0116, 1.8095], [5.4728, -0.6478, 1.2624], [5.5578, 1.7991, 1.0064], [1.1903, 0.3383, 2.5396], [1.8547, -2.0458, 2.6880], [3.1083, -2.2541, 1.4844], [3.4817, -1.4772, 3.0281], [1.3973, 0.6291, -0.0645], [1.1385, -1.0953, 0.1510], [3.4386, -1.5821, -0.6062], [2.6685, -0.5354, -1.7705], [5.0095, 0.2171, -1.2168], [3.7853, 1.4388, -0.9039], [5.7161, -0.6217, 2.3258], [6.4072, -0.6395, 0.6981], [4.9818, -1.5916, 1.0460], [5.0865, 2.7117, 0.6512], [6.4523, 1.6238, 0.4104], [5.8558, 1.9566, 2.0441], [1.5079, 0.4622, 3.5762], [0.3704, -0.3809, 2.5167], [0.8137, 1.2935, 2.1831], [9.0637, -3.3321, -2.4819], [8.5048, -2.1135, -3.2414], [9.4684, -1.6601, -4.3429], [10.7294, -0.9809, -3.8092], [10.3789, 0.1732, -2.8707], [9.4379, -0.2383, -1.7361], [8.2584, -0.9517, -2.3262], [7.3477, -0.1491, -2.7569], [10.1741, -1.1056, -0.7061], [8.9121, 0.9865, -1.0025], [7.1673, -2.5184, -3.8497], [8.7210, -4.2467, -2.9653], [10.1512, -3.3691, -2.4692], [8.7062, -3.3523, -1.4531], [8.9413, -0.9615, -4.9999], [9.7292, -2.5322, -4.9481], [11.3712, -1.7054, -3.3006], [11.3138, -0.5988, -4.6483], [11.2837, 0.5995, -2.4311], [9.9009, 0.9692, -3.4498], [9.4734, -1.5083, 0.0266], [10.8938, -0.4820, -0.1754], [10.7277, -1.9323, -1.1408], [8.4507, 1.7040, -1.6761], [9.7332, 1.4838, -0.4843], [8.1721, 0.6905, -0.2605], [6.4569, -2.7994, -3.0708], [7.3286, -3.3795, -4.4999], [6.7288, -1.7176, -4.4383], [-2.2271, -4.3412, -7.1673], [-2.2171, -4.1833, -5.6346], [-3.4086, -4.9054, -4.9978], [-4.7456, -4.2081, -5.2427], [-4.6887, -2.7426, -4.8145], [-3.5289, -1.9703, -5.4498], [-2.2644, -2.7421, -5.2207], [-1.7527, -2.5338, -4.0574], [-3.7895, -1.7238, -6.9416], [-3.3811, -0.6101, -4.7819], [-0.9118, -4.7744, -5.1153], [-1.6594, -5.2299, -7.4424], [-3.2265, -4.4639, -7.5800], [-1.7560, -3.4880, -7.6538], [-3.2372, -4.9725, -3.9191], [-3.4330, -5.9289, -5.3811], [-5.0350, -4.2873, -6.2943], [-5.5264, -4.7196, -4.6768], [-5.6217, -2.2327, -5.0672], [-4.5852, -2.6938, -3.7259], [-2.9077, -1.2932, -7.4177], [-4.6075, -1.0099, -7.0394], [-4.0760, -2.6145, -7.4926], [-3.2869, -0.6959, -3.7028], [-4.2677, -0.0124, -4.9990], [-2.5075, -0.0766, -5.1577], [-0.0541, -4.2396, -5.5256], [-0.8543, -5.8175, -5.4299], [-0.8512, -4.7359, -4.0314]],
  "atomic_forces_ev_per_a": [[-0.023, 0.111, -0.184], [-0.149, -0.001, -0.301], [0.236, -0.051, 0.626], [-0.001, -0.026, -0.164], [-0.038, 0.139, -0.016], [0.125, -0.051, -0.116], [0.292, 0.021, 0.056], [-0.072, 0.008, 0.181], [0.068, -0.138, -0.063], [-0.008, 0.102, -0.105], [0.413, -0.093, -0.036], [-0.141, 0.232, -0.552], [-0.338, 0.029, 0.504], [0.020, -0.293, 0.185], [0.214, -0.068, 0.058], [0.065, -0.032, -0.220], [-0.224, -0.039, -0.103], [0.016, -0.085, 0.009], [0.013, 0.363, 0.060], [-0.122, -0.055, 0.207], [-0.069, -0.097, -0.083], [0.099, 0.137, -0.008], [0.028, 0.120, -0.016], [0.087, 0.017, -0.167], [-0.163, -0.106, 0.066], [0.032, -0.060, -0.063], [0.001, -0.066, 0.072], [0.037, -0.143, 0.036], [-0.112, 0.064, 0.176], [-0.092, 0.024, 0.060], [-0.214, 0.044, -0.129], [-0.044, 0.077, 0.000], [-0.199, -0.238, -0.274], [0.092, 0.018, 0.167], [-0.048, 0.012, -0.051], [0.261, -0.145, 0.102], [-0.477, -0.045, 0.039], [0.714, 0.252, 0.419], [-0.406, -0.240, -0.162], [0.043, -0.019, -0.113], [0.064, 0.099, 0.041], [0.152, 0.025, -0.080], [0.058, 0.008, 0.017], [-0.020, 0.039, 0.027], [0.013, 0.008, -0.023], [-0.037, 0.044, -0.040], [0.014, -0.009, 0.000], [-0.018, 0.006, -0.030], [-0.011, -0.007, 0.013], [-0.029, 0.062, 0.001], [-0.043, 0.062, -0.086], [-0.005, 0.008, 0.004], [0.022, 0.046, 0.013], [0.028, -0.002, -0.002], [0.008, -0.026, -0.039], [-0.013, -0.017, 0.011], [0.001, -0.016, -0.003], [-0.015, -0.002, 0.013], [-0.040, -0.033, 0.011], [-0.057, 0.038, 0.029], [0.069, 0.051, 0.022], [-0.027, -0.360, 0.321], [0.003, 0.057, -0.185], [0.028, 0.011, 0.081], [-0.127, -0.022, -0.165], [0.332, -0.175, 0.151], [-0.363, 0.488, -0.629], [0.206, -0.371, 0.239], [-0.064, 0.002, 0.074], [0.061, 0.158, -0.045], [-0.137, 0.118, -0.003], [-0.039, 0.028, -0.035], [0.037, 0.029, -0.011], [-0.019, 0.014, 0.020], [0.030, 0.028, 0.059], [-0.015, -0.005, -0.012], [0.007, -0.001, 0.033], [0.002, -0.021, -0.010], [0.010, 0.011, -0.009], [-0.014, 0.022, 0.084], [0.008, 0.006, -0.001], [-0.008, 0.049, -0.022], [-0.025, 0.005, -0.004], [-0.078, -0.040, 0.036], [0.010, 0.014, -0.012], [-0.034, -0.048, 0.011], [0.030, -0.025, -0.006], [0.023, -0.042, -0.005], [0.081, 0.018, 0.005], [-0.024, 0.052, 0.060], [-0.069, -0.350, 0.163], [0.113, 0.106, -0.100], [-0.044, -0.027, 0.063], [0.023, 0.005, -0.232], [0.111, -0.103, 0.440], [0.028, 0.548, -0.676], [0.109, -0.338, 0.338], [-0.076, -0.065, -0.037], [0.020, 0.186, -0.001], [-0.063, 0.015, -0.100], [-0.005, 0.024, -0.054], [0.003, 0.040, 0.025], [-0.028, -0.007, -0.009], [-0.051, 0.006, 0.055], [0.009, -0.002, -0.018], [-0.023, -0.012, 0.025], [0.018, -0.012, -0.001], [0.012, 0.010, 0.004], [-0.069, -0.023, 0.032], [0.000, 0.010, 0.007], [-0.023, 0.048, -0.008], [-0.009, 0.002, -0.022], [-0.039, -0.063, -0.016], [0.055, -0.061, -0.006], [0.015, -0.014, 0.017], [0.009, -0.001, 0.009], [0.016, -0.023, 0.017], [0.009, 0.025, 0.047], [0.010, 0.078, 0.014], [0.194, -0.060, -0.326], [-0.149, -0.038, 0.099], [0.053, 0.044, -0.042], [-0.087, -0.171, 0.105], [-0.022, 0.273, -0.336], [-0.289, -0.221, 0.783], [0.041, 0.057, -0.476], [0.083, -0.065, 0.001], [-0.037, 0.108, 0.135], [0.046, -0.065, 0.087], [-0.011, -0.029, 0.052], [-0.013, 0.043, 0.014], [0.027, -0.008, 0.009], [0.052, 0.053, -0.010], [-0.009, -0.016, 0.005], [0.029, 0.015, -0.015], [-0.014, -0.008, -0.014], [-0.016, 0.010, 0.007], [0.080, 0.018, -0.012], [-0.001, 0.011, 0.003], [0.005, 0.023, 0.048], [0.004, -0.014, 0.016], [0.056, -0.027, -0.021], [-0.018, -0.013, -0.026], [0.011, -0.040, -0.024], [-0.007, 0.006, -0.009], [-0.006, -0.002, -0.032], [-0.011, 0.052, -0.012]],
  "e_lumo_ev": [1.6, 1.4],
  "total_charge": -1,
  "e_homo_ev": [-4.79, -4.79],
  "spin_multiplicity": 5,
  "orbital_gap_ev": [6.384, 6.232]
}